Record 1
The following is a DFT calculation (ωB97M-V with the def2-TZVPD basis set) of 2 unconnected molecules or ions with the total composition C6H10O.

The value obtained for the total energy is -8426.6927 eV. Its charge is 0. As for the spin multiplicity: 1. The calculation puts the orbital gap at 9.8 eV. The HOMO energy is -8.8 eV. The LUMO energy is 0.0359 Eh.

```
17
Properties=species:S:1:pos:R:3:forces:R:3:nbo_charge:R:1
C 2.4884 -0.0098 -1.0187 4.131 0.863 2.246 -0.427
C 2.2326 0.2472 0.2346 -5.532 1.669 0.757 -0.151
C -0.5847 -0.6959 0.7807 1.354 -2.752 0.184 -0.480
C -0.6718 -0.0618 -0.5820 2.943 -1.548 -2.304 -0.285
C 0.1925 0.5489 0.4607 1.809 -0.401 0.526 0.281
C -1.9310 0.3395 -1.2235 -2.633 -0.393 -2.113 -0.603
O -0.2198 1.7422 1.0871 0.793 -0.921 0.008 -0.701
H 3.5331 0.0539 -1.3410 -0.035 -0.265 0.066 0.197
H 1.8732 -0.2846 -1.7660 -2.522 -0.683 -2.081 0.196
H 2.7060 0.6415 1.1460 0.213 -0.488 -0.947 0.217
H -1.5131 -0.6640 1.3351 -0.030 0.462 0.223 0.215
H -0.0538 -1.7358 0.9630 -0.928 2.332 -0.599 0.219
H -0.0039 -0.4892 -1.4532 -1.209 0.266 2.042 0.204
H -1.7049 0.7989 -2.2664 -0.575 -0.581 1.823 0.218
H -2.5874 1.0172 -0.6500 0.498 -0.090 -0.169 0.220
H -2.6389 -0.6204 -1.4424 1.830 2.053 0.477 0.209
H -0.1611 1.5157 2.0272 -0.105 0.480 -0.137 0.471
```
Forces are in eV/Å.

Record 2
The following is a DFT calculation (ωB97M-V with the def2-TZVPD basis set) of C6H10O in the gas phase.

The value obtained for the total energy is -8426.6380 eV. Its charge is 0. As for the spin multiplicity: 1. The calculation puts the orbital gap at 8.5 eV. The HOMO energy is -8.0 eV. The LUMO energy is 0.0195 Eh.

```
17
Properties=species:S:1:pos:R:3:forces:R:3:nbo_charge:R:1
C -1.9808 -1.4779 0.4577 -0.253 -0.030 -0.053 -0.284
C -0.7448 1.2887 0.4981 0.476 0.011 -0.079 -0.202
O -0.6430 -1.4749 0.9496 0.184 0.039 -0.018 -0.493
C 0.3107 -0.8237 0.2401 0.053 -0.339 -0.042 0.252
C 0.2301 -0.3533 -1.1371 -0.085 -0.104 -0.019 -0.466
C 0.4082 0.8114 -0.1373 -0.151 0.504 0.117 -0.222
C 1.7801 1.4683 -0.0949 0.034 0.004 0.061 -0.632
H -2.2462 -0.4819 0.0892 0.001 -0.220 0.093 0.229
H -2.1051 -2.2501 -0.3144 0.066 0.170 0.118 0.170
H -2.6106 -1.7156 1.3189 0.114 -0.023 -0.179 0.198
H -0.4215 2.0828 1.2027 -0.086 -0.020 -0.187 0.118
H 1.2909 -1.1040 0.6239 -0.157 0.149 -0.089 0.210
H 1.0864 -0.5510 -1.7791 -0.149 0.085 0.136 0.232
H -0.7339 -0.3898 -1.6350 0.138 0.019 0.120 0.246
H 1.8027 2.2883 -0.8264 0.024 -0.201 0.137 0.222
H 1.9754 1.8979 0.8948 -0.023 -0.107 -0.188 0.219
H 2.6015 0.7848 -0.3508 -0.186 0.062 0.072 0.204
```
Forces are in eV/Å.

Record 3
The following is a DFT calculation (ωB97M-V with the def2-TZVPD basis set) of C6H10O in the gas phase.

The value obtained for the total energy is -8431.0366 eV. Its charge is 0. As for the spin multiplicity: 1. The calculation puts the orbital gap at 10.6 eV. The HOMO energy is -9.6 eV. The LUMO energy is 0.0353 Eh.

```
17
Properties=species:S:1:pos:R:3:forces:R:3:nbo_charge:R:1
C 1.5063 2.0499 1.2764 -0.078 -0.028 -0.065 -0.405
C 0.4863 1.6546 0.5208 0.087 0.035 0.112 -0.172
C 0.6271 0.9589 -0.8062 0.047 0.039 -0.034 -0.441
C 0.2938 -0.5321 -0.7055 0.012 0.010 -0.005 -0.504
C -1.1476 -0.8085 -0.3096 -0.175 0.144 0.013 0.603
C -1.4718 -2.2283 0.1012 -0.071 -0.022 0.009 -0.720
O -1.9941 0.0607 -0.3199 0.316 -0.337 -0.030 -0.550
H 2.5395 1.9184 0.9582 -0.149 0.012 0.010 0.186
H 1.3485 2.5221 2.2426 0.006 -0.061 -0.156 0.200
H -0.5348 1.7989 0.8702 0.155 -0.004 -0.022 0.213
H 1.6528 1.0699 -1.1779 -0.144 -0.017 0.066 0.209
H -0.0449 1.4207 -1.5388 0.084 -0.052 0.113 0.227
H 0.4639 -1.0328 -1.6705 -0.048 0.054 0.135 0.232
H 0.9614 -1.0275 0.0122 -0.121 0.045 -0.081 0.223
H -1.0963 -2.9478 -0.6349 -0.030 0.121 0.093 0.227
H -2.5509 -2.3406 0.2202 0.153 0.008 -0.025 0.237
H -0.9780 -2.4527 1.0543 -0.046 0.051 -0.134 0.234
```
Forces are in eV/Å.

Record 4
The following is a DFT calculation (ωB97M-V with the def2-TZVPD basis set) of C6H10O in the gas phase.

The value obtained for the total energy is -8430.6830 eV. Its charge is 0. As for the spin multiplicity: 1. The calculation puts the orbital gap at 10.4 eV. The HOMO energy is -9.3 eV. The LUMO energy is 0.0399 Eh.

```
17
Properties=species:S:1:pos:R:3:forces:R:3:nbo_charge:R:1
C 1.3589 -0.0899 -1.7170 0.029 -0.004 -0.037 -0.618
C 0.8346 0.3202 -0.3478 0.008 0.163 -0.159 0.114
C -0.5767 0.9153 -0.4562 -0.021 -0.041 -0.024 -0.476
C -1.3218 0.8586 0.8465 0.008 -0.132 0.122 -0.182
C -1.1532 -0.2003 1.6316 -0.001 0.123 -0.089 -0.218
C -0.1801 -1.2755 1.2369 -0.154 -0.110 0.138 -0.101
O 0.9445 -0.8128 0.5095 -0.018 -0.055 0.033 -0.538
H 1.3491 0.7568 -2.4136 0.011 -0.098 0.121 0.205
H 0.7246 -0.8844 -2.1269 0.099 0.110 0.043 0.205
H 2.3812 -0.4714 -1.6408 -0.138 0.063 0.001 0.219
H 1.4901 1.0946 0.0781 -0.100 -0.112 -0.042 0.169
H -1.1479 0.3547 -1.2116 0.077 0.040 0.074 0.212
H -0.4910 1.9398 -0.8364 -0.013 -0.162 0.088 0.222
H -2.0131 1.6571 1.1062 0.090 -0.136 -0.029 0.209
H -1.7171 -0.3364 2.5519 0.123 0.078 -0.108 0.210
H 0.2252 -1.7687 2.1303 -0.086 0.107 -0.183 0.194
H -0.7072 -2.0578 0.6595 0.084 0.167 0.052 0.173
```
Forces are in eV/Å.

Record 5
The following is a DFT calculation (ωB97M-V with the def2-TZVPD basis set) of C6H10O in the gas phase.

The value obtained for the total energy is -8430.5800 eV. Its charge is 0. As for the spin multiplicity: 1. The calculation puts the orbital gap at 10.8 eV. The HOMO energy is -9.7 eV. The LUMO energy is 0.0430 Eh.

```
17
Properties=species:S:1:pos:R:3:forces:R:3:nbo_charge:R:1
C -0.6177 2.0521 0.1216 0.073 -0.010 0.009 -0.634
C 0.0670 0.8417 -0.5257 -0.170 -0.008 -0.062 0.099
O 1.2556 0.5451 0.2111 0.068 0.077 0.044 -0.532
C 1.5893 -0.8187 0.0097 0.058 -0.183 -0.015 -0.063
C 0.2614 -1.5359 -0.1484 0.112 -0.086 -0.108 -0.258
C -0.8094 -1.1435 0.8295 -0.067 -0.037 0.192 -0.429
C -0.7218 -0.4597 -0.5043 -0.070 0.082 -0.130 -0.252
H -0.0883 2.3067 1.0457 -0.101 -0.052 -0.153 0.231
H -1.6593 1.8307 0.3777 0.166 0.036 -0.086 0.213
H -0.5963 2.9290 -0.5314 -0.022 -0.120 0.098 0.212
H 0.3376 1.0606 -1.5747 -0.065 -0.020 0.211 0.166
H 2.1964 -0.9477 -0.9022 -0.094 0.022 0.142 0.165
H 2.1812 -1.1429 0.8748 -0.125 0.065 -0.163 0.190
H 0.2422 -2.5140 -0.6215 -0.011 0.184 0.103 0.224
H -0.5165 -0.5821 1.7156 -0.029 -0.100 -0.177 0.221
H -1.6230 -1.8480 0.9799 0.135 0.145 -0.043 0.221
H -1.5003 -0.6069 -1.2483 0.143 0.006 0.139 0.226
```
Forces are in eV/Å.

Record 6
The following is a DFT calculation (ωB97M-V with the def2-TZVPD basis set) of C6H10O in the gas phase.

The value obtained for the total energy is -8427.5121 eV. Its charge is 0. As for the spin multiplicity: 1. The calculation puts the orbital gap at 8.0 eV. The HOMO energy is -8.2 eV. The LUMO energy is -0.0062 Eh.

```
17
Properties=species:S:1:pos:R:3:forces:R:3:nbo_charge:R:1
C -1.9546 -0.2647 0.1222 -0.006 -0.060 0.025 -0.613
C -1.3254 0.9901 -0.4778 -0.187 0.005 -0.104 -0.376
C 0.1651 1.2343 -0.0746 0.182 0.009 -0.066 -0.594
C 0.9060 0.3884 -1.0401 -0.055 -0.091 0.354 0.218
C 1.3534 -0.9393 -0.4979 -0.002 0.040 -0.182 -0.703
C 2.1693 -0.9163 0.7875 -0.110 0.179 0.374 0.446
O 1.7868 -0.4714 1.8416 0.178 -0.261 -0.419 -0.515
H -1.8379 -0.2852 1.2112 -0.016 0.006 -0.146 0.212
H -1.5243 -1.1895 -0.2776 -0.099 0.155 0.043 0.192
H -3.0245 -0.2968 -0.1070 0.130 0.028 0.050 0.219
H -1.8928 1.8666 -0.1500 0.113 -0.102 -0.005 0.220
H 0.3758 2.2892 -0.2897 -0.034 -0.174 -0.032 0.235
H 0.2945 1.0437 0.9999 -0.015 -0.046 -0.205 0.221
H -1.3919 0.9641 -1.5718 -0.058 0.026 0.149 0.221
H 1.8786 -1.5271 -1.2584 -0.024 0.105 0.140 0.218
H 0.4200 -1.4736 -0.2505 0.087 0.115 -0.019 0.282
H 3.1890 -1.3431 0.6893 -0.085 0.066 0.043 0.117
```
Forces are in eV/Å.

Record order is preserved below.
Energy above the lowest of the compared OMol25 structures with the same formula, charge and spin: 438.8 444.1 19.7 53.8 63.7 359.7 kJ/mol
Record order is preserved below.
F_max: 5.828 0.539 0.463 0.234 0.222 0.525 eV/Å